1.
Formula: C26H29Cl3F2NORhSi
Source: the OMol25 dataset
Level of theory: ωB97M-V/def2-TZVPD

Geometry as XYZ:
```
64
C26H29Cl3F2NORhSi | the OMol25 dataset | ωB97M-V/def2-TZVPD
Rh 0.103 -0.132 -0.018
F -1.259 -1.711 4.855
C -1.113 -2.019 3.557
C -0.877 -1.005 2.649
C -0.690 -1.325 1.309
C -0.801 -2.673 0.898
C -1.031 -3.643 1.863
F -1.127 -4.944 1.513
C -1.176 -3.349 3.200
C -0.653 -2.905 -0.545
C -0.730 -4.133 -1.197
C -0.564 -4.179 -2.568
C -0.346 -3.010 -3.277
C -0.288 -1.828 -2.567
N -0.432 -1.766 -1.241
H -0.856 0.023 2.982
H -1.348 -4.129 3.928
H -0.900 -5.033 -0.631
H -0.612 -5.130 -3.083
H -0.234 -3.002 -4.351
H -0.153 -0.883 -3.075
Cl 1.214 6.861 -1.034
C 0.806 5.279 -0.431
C 0.668 4.227 -1.311
C 0.350 2.988 -0.788
Cl 0.165 1.630 -1.892
C 0.177 2.708 0.571
O -0.084 1.524 1.059
C 0.306 3.835 1.411
Cl 0.063 3.624 3.116
C 0.619 5.090 0.931
H 0.800 4.365 -2.374
H 0.721 5.917 1.619
C 3.084 1.313 -0.220
Si 2.406 -0.327 0.373
C 2.884 -0.490 2.220
C 2.540 -1.875 2.786
C 2.173 0.588 3.043
C 4.390 -0.240 2.430
C 3.210 -1.663 -0.749
C 4.733 -1.724 -0.552
C 2.968 -1.248 -2.208
C 2.662 -3.076 -0.535
H 4.172 1.297 -0.105
H 2.699 2.147 0.366
H 2.860 1.515 -1.267
H 1.510 -2.165 2.579
H 2.674 -1.872 3.874
H 3.197 -2.650 2.384
H 1.097 0.518 2.998
H 2.441 1.596 2.716
H 2.482 0.493 4.091
H 5.024 -0.992 1.967
H 4.601 -0.258 3.505
H 4.699 0.741 2.060
H 5.215 -0.747 -0.631
H 5.166 -2.365 -1.330
H 5.005 -2.161 0.408
H 3.474 -0.311 -2.452
H 1.912 -1.120 -2.434
H 3.360 -2.018 -2.883
H 2.917 -3.474 0.447
H 3.087 -3.754 -1.285
H 1.581 -3.115 -0.635
```

- Energy above the lowest of the compared OMol25 structures with the same formula, charge and spin: 14.3 kcal per mole
- HOMO-LUMO gap: 7.26 eV
- LUMO level: -0.7029 eV
- Multiplicity: 1
- Energy: -3118.54491 a.u.

Here are the natural (NBO) charges for atoms 1 to 4, given in e: 0.38 -0.32 0.44 -0.34


2.
Formula: C26H29F5N3O2
Source: the OMol25 dataset
Level of theory: ωB97M-V/def2-TZVPD

Geometry as XYZ:
```
65
C26H29F5N3O2 | the OMol25 dataset | ωB97M-V/def2-TZVPD
C -5.034 -0.349 1.163
N -3.594 -0.414 1.233
C -2.938 -1.006 2.275
O -3.444 -1.373 3.334
C -1.455 -1.067 1.897
C -0.992 -2.514 1.756
C -1.109 -3.226 3.072
C -2.092 -4.189 3.318
F -2.948 -4.526 2.320
C -2.273 -4.763 4.577
F -3.265 -5.654 4.787
C -1.431 -4.391 5.629
F -1.614 -4.912 6.857
C -0.406 -3.471 5.398
F 0.425 -3.126 6.405
C -0.267 -2.902 4.136
F 0.690 -1.948 3.957
N -1.418 -0.264 0.667
C -0.252 0.088 0.075
C -0.182 0.658 -1.196
C 1.000 0.882 -1.907
C 0.994 1.508 -3.216
C 2.079 1.445 -4.144
C 2.039 2.152 -5.349
C 0.851 2.776 -5.775
C -0.266 2.762 -4.929
C -0.168 2.228 -3.644
C -2.758 0.042 0.129
C -3.099 -0.770 -1.125
C -3.053 1.537 -0.137
H -5.467 -0.844 2.040
H -5.364 0.696 1.127
H -5.392 -0.843 0.251
H -0.846 -0.588 2.684
H -1.620 -3.024 1.012
H 0.054 -2.523 1.417
H 0.664 -0.090 0.654
H -1.131 0.916 -1.668
H 1.897 0.394 -1.526
H 2.955 0.811 -3.933
H 2.937 2.190 -5.974
H 0.806 3.275 -6.739
H -1.220 3.180 -5.254
H -1.006 2.353 -2.955
H -3.101 -1.844 -0.887
H -4.098 -0.476 -1.475
H -2.375 -0.582 -1.919
H -3.125 2.088 0.811
H -2.286 2.015 -0.747
H -4.010 1.619 -0.676
C 5.656 0.990 -1.143
C 4.373 1.374 -1.887
N 3.313 1.893 -1.036
C 3.584 2.379 0.323
C 4.967 2.050 0.886
O 5.970 1.939 -0.123
H 5.529 -0.029 -0.711
H 6.509 1.020 -1.849
H 4.632 2.086 -2.697
H 3.974 0.460 -2.340
H 2.671 2.494 -1.541
H 3.472 3.472 0.353
H 2.818 1.935 0.977
H 5.316 2.886 1.507
H 4.925 1.115 1.475
```

- HOMO-LUMO gap: 6.44 eV
- LUMO level: -4.9516 eV
- Multiplicity: 1
- Net charge: +1
- Energy: -1821.90882 a.u.

Here are the natural (NBO) charges for atoms 1 to 4, given in e: -0.42 -0.45 0.68 -0.58


3.
Formula: C26H29FFeN6S2Si
Source: the OMol25 dataset
Level of theory: ωB97M-V/def2-TZVPD

Geometry as XYZ:
```
66
C26H29FFeN6S2Si | the OMol25 dataset | ωB97M-V/def2-TZVPD
Fe 0.165 0.520 -0.354
C -2.100 0.651 3.391
C -1.541 0.635 2.002
N -0.310 0.761 1.692
N 0.595 0.726 2.759
C 1.505 1.734 2.932
N 2.658 1.290 3.504
S 1.155 3.317 2.637
C -2.466 0.507 0.825
C -3.832 0.388 0.950
C -4.602 0.279 -0.205
C -3.970 0.311 -1.429
C -2.586 0.427 -1.464
N -1.854 0.506 -0.354
H -1.361 0.355 4.125
H -2.964 -0.003 3.486
H -2.411 1.672 3.626
H 0.808 -0.205 3.084
H 2.992 0.376 3.234
H 3.368 2.000 3.590
H -4.297 0.372 1.925
H -5.675 0.167 -0.137
H -4.527 0.246 -2.353
H -2.041 0.448 -2.397
S 4.200 2.270 -0.776
C 4.459 0.588 -0.594
C 3.289 -0.098 -0.423
C 2.120 0.733 -0.418
C 2.493 2.031 -0.622
C 1.479 3.061 -0.685
C 1.726 4.432 -0.775
C 0.666 5.312 -0.770
C -0.632 4.821 -0.684
C -0.800 3.455 -0.610
N 0.213 2.589 -0.616
H 5.464 0.195 -0.643
H 3.257 -1.176 -0.320
H 2.747 4.786 -0.823
H 0.844 6.378 -0.824
H -1.490 5.478 -0.674
H -1.794 3.025 -0.540
C 0.614 -4.447 0.319
Si 0.279 -2.633 0.634
C -1.305 -2.642 1.657
C 1.686 -2.109 1.769
N 0.200 -1.550 -0.683
C 0.121 -1.879 -2.012
C -0.009 -3.173 -2.575
C -0.059 -3.399 -3.943
C 0.002 -2.355 -4.856
C 0.108 -1.064 -4.354
C 0.158 -0.886 -2.995
F 0.245 0.412 -2.532
H 0.840 -4.913 1.284
H 1.472 -4.606 -0.340
H -0.244 -4.972 -0.106
H -1.274 -3.438 2.408
H -2.178 -2.810 1.017
H -1.462 -1.701 2.186
H 1.495 -2.408 2.811
H 1.842 -1.034 1.708
H 2.619 -2.586 1.461
H -0.073 -4.019 -1.910
H -0.150 -4.418 -4.300
H -0.033 -2.532 -5.922
H 0.156 -0.196 -5.001
```

- HOMO-LUMO gap (alpha / beta): 6.05 / 6.05 eV
- LUMO level (alpha / beta): -0.5874 / -0.5811 eV
- Multiplicity: 1
- Energy: -3786.17802 a.u.

Here are the natural (NBO) charges for atoms 1 to 4, given in e: 0.88 -0.69 0.34 -0.24


4.
Formula: C26H29N3O6
Source: the OMol25 dataset
Level of theory: ωB97M-V/def2-TZVPD

Geometry as XYZ:
```
64
C26H29N3O6 | the OMol25 dataset | ωB97M-V/def2-TZVPD
C -2.270 -4.998 0.162
H -1.493 -5.444 0.791
O -1.727 -4.084 -0.761
C -1.071 -2.994 -0.291
C -0.562 -2.126 -1.262
C 0.109 -0.982 -0.894
C 0.286 -0.680 0.453
C -0.215 -1.536 1.420
C -0.891 -2.688 1.055
H -1.272 -3.336 1.828
H -0.088 -1.295 2.464
N 0.970 0.506 0.838
C 2.315 0.577 0.936
O 2.902 1.591 1.260
C 3.058 -0.722 0.647
N 4.473 -0.468 0.666
C 5.297 -0.996 -0.269
O 4.943 -1.840 -1.073
C 6.679 -0.493 -0.204
C 7.771 -0.841 -0.956
C 8.841 -0.051 -0.484
C 8.325 0.716 0.517
O 7.023 0.459 0.695
H 8.769 1.456 1.153
H 9.852 -0.054 -0.837
H 7.787 -1.569 -1.740
H 4.754 0.356 1.183
H 2.792 -1.132 -0.332
H 2.783 -1.463 1.410
C 0.207 1.719 1.147
C 0.336 2.724 0.049
C 0.706 4.035 0.080
C 0.662 4.493 -1.260
C 0.272 3.429 -2.008
O 0.068 2.349 -1.227
H 0.110 3.306 -3.060
H 0.894 5.477 -1.612
H 0.985 4.597 0.946
H 0.638 2.160 2.054
C -1.262 1.357 1.459
O -1.656 1.259 2.600
N -2.030 1.185 0.373
H -1.614 1.243 -0.544
C -3.442 0.869 0.437
C -3.703 -0.559 -0.047
C -5.193 -0.878 0.015
C -5.992 0.120 -0.817
C -5.731 1.543 -0.333
C -4.242 1.867 -0.401
H -4.058 2.880 -0.036
H -3.903 1.813 -1.439
H -6.290 2.254 -0.944
H -6.075 1.644 0.698
H -5.699 0.034 -1.866
H -7.057 -0.106 -0.748
H -5.366 -1.892 -0.351
H -5.528 -0.834 1.054
H -3.139 -1.256 0.575
H -3.345 -0.662 -1.074
H -3.725 0.955 1.492
H 0.500 -0.312 -1.645
H -0.707 -2.379 -2.300
H -3.027 -4.526 0.796
H -2.737 -5.777 -0.437
```

- Energy above the lowest of the compared OMol25 structures with the same formula, charge and spin: 58.9 kcal per mole
- SMILES string: COc1ccc(N(C(=O)CNC(=O)c2ccco2)[C@H](C(=O)NC2CCCCC2)c2ccco2)cc1
- HOMO-LUMO gap: 9.25 eV
- LUMO level: 0.6444 eV
- Multiplicity: 1
- Energy: -1623.89560 a.u.

Here are the natural (NBO) charges for atoms 1 to 4, given in e: -0.25 0.18 -0.49 0.32


5.
Formula: C26H29N3O7S2
Source: the OMol25 dataset
Level of theory: ωB97M-V/def2-TZVPD

Geometry as XYZ:
```
67
C26H29N3O7S2 | the OMol25 dataset | ωB97M-V/def2-TZVPD
C 7.079 1.684 -0.019
H 7.072 1.766 1.073
O 6.802 0.373 -0.442
C 5.601 -0.181 -0.097
C 5.385 -1.491 -0.531
C 4.210 -2.147 -0.237
C 3.216 -1.503 0.495
C 3.422 -0.197 0.920
C 4.608 0.460 0.633
H 4.736 1.472 0.984
H 2.647 0.311 1.476
N 2.029 -2.183 0.816
S 1.319 -3.043 -0.441
O 1.347 -2.266 -1.654
O 1.885 -4.357 -0.497
C -0.388 -3.120 0.100
C -0.725 -3.328 1.424
C -2.048 -3.205 1.806
C -3.039 -2.851 0.895
C -2.680 -2.669 -0.443
C -1.354 -2.831 -0.837
H -1.056 -2.672 -1.863
N -3.638 -2.269 -1.406
C -4.234 -1.054 -1.541
O -5.101 -0.870 -2.371
C -3.767 0.039 -0.635
C -2.441 0.184 -0.256
C -2.046 1.219 0.571
C -2.947 2.180 1.014
C -4.273 2.047 0.593
C -4.682 1.000 -0.208
H -5.713 0.910 -0.517
H -4.993 2.785 0.913
C -2.552 3.337 1.871
H -1.702 3.082 2.495
H -2.273 4.184 1.242
H -3.387 3.647 2.496
S -0.315 1.062 1.063
O -0.062 1.806 2.263
O -0.060 -0.357 1.105
N 0.678 1.692 -0.092
C 0.922 0.989 -1.335
H 0.793 -0.081 -1.174
C 0.005 1.504 -2.448
O 0.096 2.908 -2.579
C -0.245 3.561 -1.378
C 0.687 3.130 -0.241
H 0.389 3.562 0.714
H 1.711 3.439 -0.476
H -0.146 4.630 -1.577
H -1.290 3.334 -1.113
H 0.310 1.089 -3.409
H -1.040 1.222 -2.246
H 1.966 1.168 -1.613
H -1.681 -0.504 -0.580
H -3.882 -2.940 -2.124
C -4.450 -2.640 1.347
H -5.156 -2.898 0.561
H -4.604 -1.591 1.603
H -4.663 -3.238 2.229
H -2.321 -3.358 2.839
H 0.047 -3.563 2.139
H 1.338 -1.549 1.208
H 4.041 -3.157 -0.573
H 6.162 -1.975 -1.101
H 8.079 1.907 -0.389
H 6.370 2.404 -0.442
```

- Energy above the lowest of the compared OMol25 structures with the same formula, charge and spin: 8.1 kcal per mole
- SMILES string: COc1ccc(NS(=O)(=O)c2ccc(C)c(NC(=O)c3ccc(C)c(S(=O)(=O)N4CCOCC4)c3)c2)cc1
- HOMO-LUMO gap: 7.99 eV
- LUMO level: 0.0159 eV
- Multiplicity: 1
- Energy: -2495.47454 a.u.

Here are the natural (NBO) charges for atoms 1 to 4, given in e: -0.25 0.17 -0.49 0.28


6.
Formula: C26H29N3O7S2
Source: the OMol25 dataset
Level of theory: ωB97M-V/def2-TZVPD

Geometry as XYZ:
```
67
C26H29N3O7S2 | the OMol25 dataset | ωB97M-V/def2-TZVPD
C 5.315 4.331 0.405
H 6.364 4.623 0.387
O 5.262 3.153 1.172
C 4.043 2.573 1.384
C 2.838 3.034 0.866
C 1.658 2.364 1.143
C 1.659 1.220 1.934
C 2.866 0.759 2.455
C 4.040 1.431 2.184
H 4.977 1.087 2.590
H 2.874 -0.110 3.092
N 0.476 0.516 2.148
S 0.275 -0.638 3.317
O 0.852 -0.272 4.577
O -1.116 -0.984 3.283
C 1.135 -2.080 2.676
C 1.235 -3.183 3.498
C 1.724 -4.371 2.978
C 2.032 -4.470 1.630
C 1.896 -3.349 0.786
C 1.504 -2.140 1.347
H 1.478 -1.239 0.762
N 2.168 -3.538 -0.568
C 1.687 -2.911 -1.683
O 2.040 -3.265 -2.787
C 0.742 -1.773 -1.459
C 1.087 -0.523 -1.961
C 0.292 0.575 -1.681
C -0.835 0.415 -0.898
C -1.215 -0.831 -0.432
C -0.439 -1.935 -0.738
H -0.727 -2.912 -0.380
H -2.078 -0.929 0.207
S -1.737 1.879 -0.378
O -1.859 1.775 1.053
O -1.057 3.021 -0.918
N -3.240 1.830 -1.026
C -3.417 2.327 -2.367
H -2.744 3.181 -2.469
C -3.079 1.285 -3.437
H -2.092 0.873 -3.217
C -4.098 0.152 -3.530
H -3.752 -0.556 -4.287
C -4.316 -0.601 -2.217
C -5.129 0.194 -1.193
H -5.632 -0.494 -0.512
C -4.314 1.166 -0.329
H -4.994 1.920 0.089
H -3.850 0.649 0.511
H -5.907 0.746 -1.724
H -3.351 -0.887 -1.796
H -4.862 -1.520 -2.444
H -5.055 0.554 -3.872
H -3.023 1.789 -4.404
H -4.447 2.676 -2.480
H 0.545 1.564 -2.029
H 1.990 -0.416 -2.542
H 2.713 -4.372 -0.768
O 2.464 -5.630 1.062
H 2.535 -6.318 1.734
H 1.835 -5.239 3.614
H 0.939 -3.099 4.530
H -0.390 0.981 1.881
H 0.727 2.734 0.741
H 2.793 3.917 0.250
H 4.969 4.162 -0.620
H 4.725 5.134 0.859
```

- Energy above the lowest of the compared OMol25 structures with the same formula, charge and spin: 0.0 kcal per mole
- SMILES string: COc1ccc(NS(=O)(=O)c2ccc(O)c(NC(=O)c3ccc(S(=O)(=O)N4CCCCCC4)cc3)c2)cc1
- HOMO-LUMO gap: 7.90 eV
- LUMO level: 0.0586 eV
- Multiplicity: 1
- Energy: -2495.48741 a.u.

Here are the natural (NBO) charges for atoms 1 to 4, given in e: -0.25 0.20 -0.50 0.28


7.
Formula: C26H30BBr2F3N3O6
Source: the OMol25 dataset
Level of theory: ωB97M-V/def2-TZVPD

Geometry as XYZ:
```
71
C26H30BBr2F3N3O6 | the OMol25 dataset | ωB97M-V/def2-TZVPD
C 0.535 -6.194 -4.157
C -0.024 -4.853 -3.675
C 0.804 -3.723 -4.326
C -0.022 -4.809 -2.146
B -0.960 -3.644 -1.430
C -0.130 -2.242 -1.096
C 0.566 -2.291 0.276
C 2.010 -1.888 0.325
F 2.129 -0.528 0.190
Br 3.095 -2.700 -1.068
C 2.690 -2.174 1.684
F 4.004 -1.829 1.680
F 2.097 -1.402 2.643
Br 2.587 -4.037 2.215
H 1.552 -6.298 -3.789
H 0.586 -6.247 -5.242
H -0.053 -7.014 -3.763
H -1.046 -4.788 -4.033
H 1.753 -4.124 -4.673
H 1.032 -2.932 -3.630
H 0.283 -3.321 -5.186
H 1.008 -4.781 -1.785
H -0.411 -5.774 -1.813
H -1.961 -3.407 -2.102
H -1.353 -4.087 -0.338
H -0.860 -1.435 -1.073
H 0.571 -1.980 -1.875
H 0.065 -1.594 0.944
H 0.440 -3.277 0.701
C 0.844 3.410 -2.689
C 1.231 2.088 -2.527
C 0.586 1.084 -3.229
C -0.428 1.431 -4.100
C -0.814 2.744 -4.293
C -0.176 3.740 -3.571
N -1.133 0.362 -4.832
O -0.848 -0.782 -4.567
O -1.990 0.703 -5.627
H 1.339 4.188 -2.121
H 2.019 1.832 -1.835
H 0.861 0.051 -3.088
H -1.615 2.985 -4.976
H -0.479 4.772 -3.692
C -0.648 3.838 2.627
C 0.607 4.086 2.090
C 0.767 5.061 1.120
C -0.341 5.775 0.706
C -1.600 5.543 1.228
C -1.750 4.564 2.195
N -0.178 6.799 -0.339
O 0.929 6.938 -0.819
O -1.164 7.408 -0.694
H -0.770 3.071 3.381
H 1.462 3.513 2.420
H 1.737 5.253 0.688
H -2.451 6.107 0.878
H -2.728 4.361 2.607
C -0.246 -1.332 6.533
C -1.031 -0.452 7.267
C -1.599 0.649 6.650
C -1.372 0.846 5.301
C -0.601 -0.022 4.550
C -0.033 -1.119 5.179
N -1.968 2.023 4.648
O -2.606 2.789 5.345
O -1.758 2.181 3.467
H 0.201 -2.190 7.019
H -1.197 -0.621 8.322
H -2.203 1.344 7.212
H -0.436 0.154 3.497
H 0.588 -1.800 4.613
```

- HOMO-LUMO gap: 5.77 eV
- LUMO level: 0.6843 eV
- Multiplicity: 1
- Net charge: -1
- Energy: -7096.63026 a.u.

Here are the Mulliken charges for atoms 1 to 4, given in e: -1.80 1.15 -0.94 -1.08


> energy of number 1 (C26H29Cl3F2NORhSi)?

-3118.54491 a.u.